{"formula": "C12H24AsF5MoO2SbTe", "method": "ωB97M-V/def2-TZVPD", "homo_ev": [-18.01, -18.07], "e_tot_ha": -3932.59797, "lumo_energy_ev": [-12.01, -12.15], "orbital_gap_ev": [6.0, 5.9], "charge": 3, "e_above_lowest_ev": 5.2608, "symbols": ["H", "H", "H", "F", "C", "H", "H", "C", "H", "C", "C", "H", "H", "H", "Te", "H", "H", "H", "H", "C", "H", "C", "C", "F", "H", "C", "H", "H", "C", "H", "H", "F", "H", "H", "F", "H", "As", "O", "F", "C", "C", "O", "Mo", "H", "C", "H", "Sb"], "xyz": [[-6.121, -0.678, 0.518], [-3.763, 2.103, 1.290], [2.506, -2.960, -2.039], [-2.646, 0.780, -0.656], [2.991, -0.976, 0.669], [2.572, 1.129, 0.728], [-2.266, 4.291, 1.797], [1.541, 4.380, 0.369], [-5.283, 0.171, -0.820], [1.789, 0.224, -1.088], [2.448, -2.082, -1.410], [1.289, 4.301, -0.687], [-1.331, 5.631, 1.108], [-5.215, -1.626, -0.707], [-1.627, -0.781, -1.775], [-4.630, 1.263, 2.617], [2.470, 3.860, 0.594], [3.513, -2.993, 0.227], [-0.328, 3.305, 3.843], [-1.520, 4.558, 1.052], [-3.174, -3.058, 1.711], [-3.693, 1.328, 2.050], [-3.196, -2.160, 2.326], [-3.161, -0.770, -2.747], [1.453, -0.911, -2.896], [-5.256, -0.690, -0.154], [1.359, 2.877, 3.420], [3.463, -0.989, 1.641], [2.393, 0.201, 0.196], [-2.266, -2.030, 2.874], [-2.863, 1.491, 2.732], [-2.664, -2.009, -0.579], [1.526, 1.171, -1.553], [-1.851, 4.304, 0.046], [-0.904, 0.457, -2.977], [0.879, 4.581, 3.574], [0.120, 3.661, 1.411], [-0.083, 2.016, 0.853], [-0.886, -2.198, -2.681], [0.549, 3.588, 3.265], [1.846, -0.941, -1.888], [-0.112, -1.365, 1.092], [-0.120, 0.121, 0.410], [-4.059, -2.157, 3.005], [3.019, -2.098, -0.129], [1.650, 5.434, 0.633], [-3.566, -0.522, 1.060]], "forces_ev_per_angstrom": [[0.01, -0.01, -0.11], [-0.02, -0.02, 0.02], [0.02, -0.01, 0.01], [-0.49, -0.64, 0.79], [-0.04, 0.27, 0.13], [-0.20, -0.02, 0.05], [-0.01, -0.02, -0.01], [-0.01, 0.06, 0.03], [0.01, -0.01, 0.03], [-0.13, -0.07, 0.30], [-0.02, -0.03, -0.07], [0.01, -0.02, 0.00], [0.00, 0.01, 0.01], [0.00, 0.02, 0.04], [1.41, 0.02, -0.92], [0.08, -0.05, -0.02], [0.00, -0.02, -0.01], [0.00, -0.03, -0.02], [0.00, -0.02, 0.00], [0.02, 0.02, 0.01], [-0.03, 0.04, 0.02], [0.26, 0.05, 0.06], [0.32, -0.08, -0.01], [0.00, -0.04, 0.10], [0.01, 0.01, -0.03], [-0.17, -0.05, 0.23], [0.01, 0.00, 0.00], [0.03, 0.04, 0.00], [0.47, -0.08, -0.17], [-0.05, -0.02, 0.03], [-0.03, 0.01, 0.03], [-0.18, 0.44, 0.32], [-0.03, 0.01, -0.01], [0.00, 0.00, 0.00], [-0.22, 0.02, 0.04], [-0.01, 0.00, 0.00], [0.16, 0.03, -0.08], [-0.31, -0.48, 0.18], [-0.33, -0.06, 0.02], [-0.01, 0.04, 0.00], [0.03, -0.16, -0.14], [-0.22, -0.18, 0.52], [1.00, 1.02, -0.42], [0.06, 0.06, -0.06], [-0.01, -0.16, -0.13], [0.01, -0.01, 0.00], [-1.40, 0.07, -0.74]], "mulliken_charge": [0.47, 0.30, 0.49, -0.65, -0.63, 0.33, 0.34, -1.08, 0.38, -0.34, -0.65, 0.40, 0.44, 0.37, 2.02, 0.54, 0.39, 0.47, 0.37, -0.99, 0.34, -1.10, -1.01, -0.32, 0.69, -1.04, 0.39, 0.49, 0.09, 0.37, 0.37, -0.59, 0.59, 0.38, -0.43, 0.44, 0.49, -0.71, -0.36, -1.04, -0.42, -0.52, 1.17, 0.50, -0.49, 0.45, 1.31]}

---

{"formula": "C12H24BFN6O", "method": "ωB97M-V/def2-TZVPD", "homo_ev": -9.36, "e_tot_ha": -1000.16883, "smiles": "CB(O)[C@](C#N)(CCN)[C@@](C#N)(CCCF)CC(N)(N)N", "lumo_energy_ev": 0.43, "orbital_gap_ev": 9.8, "charge": 0, "symbols": ["H", "H", "H", "C", "C", "C", "N", "F", "H", "C", "H", "H", "C", "C", "H", "B", "H", "C", "H", "N", "C", "H", "H", "C", "H", "H", "N", "H", "C", "H", "N", "H", "H", "H", "H", "H", "H", "O", "C", "N", "N", "H", "C", "H", "H"], "xyz": [[-4.202, 0.700, 0.898], [1.197, 3.274, 1.746], [1.497, -0.545, 1.638], [-0.441, -0.551, 0.600], [0.489, -0.181, 1.830], [1.337, 2.248, 1.399], [-1.615, -2.742, 1.453], [2.706, 1.977, 1.423], [1.178, 1.244, 3.235], [-1.483, 0.583, 0.414], [-3.699, -0.990, -1.526], [3.063, -2.281, 0.440], [1.710, -0.082, -0.889], [0.607, 1.273, 2.299], [-3.512, 2.098, 0.477], [1.006, -2.506, -0.375], [0.137, -0.749, 2.695], [2.158, -2.860, 0.644], [1.856, -2.644, 1.674], [-3.860, 1.221, 0.094], [0.466, -0.985, -0.628], [-1.592, 1.236, -2.079], [2.440, -0.703, -1.427], [-2.738, 0.461, -0.516], [-0.954, 1.493, 0.117], [1.023, 2.197, 0.354], [-2.556, 1.068, -1.828], [-3.076, 1.934, -1.872], [1.482, 1.172, -1.752], [3.408, 1.756, -2.113], [2.574, 2.143, -1.686], [2.820, 2.346, -0.721], [2.205, 0.215, 0.038], [1.376, 0.880, -2.798], [-3.531, -1.355, 0.090], [0.655, -4.354, -0.871], [2.401, -3.926, 0.609], [0.441, -3.459, -1.154], [-0.253, -1.038, -1.916], [-3.098, -0.918, -0.715], [-0.805, -1.047, -2.917], [-1.871, 0.768, 1.420], [-1.152, -1.768, 1.069], [0.564, 1.683, -1.439], [-0.358, 1.713, 2.568]], "forces_ev_per_angstrom": [[-0.08, 0.00, -0.11], [0.09, -0.05, 0.04], [-0.14, -0.04, 0.05], [0.04, 0.03, 0.19], [0.02, 0.00, 0.12], [-0.36, 0.09, 0.00], [-0.17, -0.35, 0.34], [0.19, -0.03, 0.05], [-0.08, 0.02, -0.06], [0.10, 0.07, -0.03], [0.04, 0.01, 0.04], [-0.03, -0.05, 0.06], [0.13, -0.04, -0.26], [0.10, 0.15, 0.13], [-0.05, 0.03, -0.14], [0.07, -0.04, 0.01], [-0.02, 0.05, -0.09], [-0.29, -0.07, 0.12], [0.08, 0.00, -0.07], [0.22, -0.14, 0.26], [0.23, -0.18, -0.40], [-0.07, -0.19, -0.10], [0.01, 0.10, 0.09], [-0.24, 0.20, -0.11], [-0.10, -0.08, 0.10], [-0.02, 0.04, 0.26], [0.06, 0.28, 0.22], [0.01, -0.05, -0.02], [0.26, 0.07, 0.12], [-0.05, 0.06, -0.03], [0.07, -0.10, 0.06], [0.03, -0.03, -0.17], [-0.14, -0.15, -0.12], [-0.27, 0.05, 0.09], [0.02, 0.03, -0.03], [0.12, 0.01, -0.16], [0.09, 0.12, -0.04], [-0.11, 0.10, 0.23], [-0.17, 0.11, 0.97], [0.01, -0.10, 0.03], [0.05, -0.09, -0.64], [0.04, -0.05, -0.06], [0.27, 0.42, -0.56], [0.00, -0.10, -0.25], [0.02, -0.12, -0.11]], "mulliken_charge": [0.29, 0.39, 0.24, 4.04, -1.39, -0.07, -0.72, -0.34, 0.58, -2.66, 0.30, 0.29, -0.64, -0.97, 0.28, 0.80, 0.34, -1.01, 0.28, -0.84, 1.30, 0.17, 0.50, 0.52, 0.23, -0.06, -0.55, 0.32, -1.62, 0.31, -0.63, 0.27, 0.43, 0.49, 0.26, 0.32, 0.40, -0.67, -0.89, -0.41, -0.64, 0.52, -0.68, 0.58, 0.37]}

---

{"formula": "C12H24BIMgN4O7P2S", "method": "ωB97M-V/def2-TZVPD", "homo_ev": -13.26, "e_tot_ha": -2820.06190, "lumo_energy_ev": -11.69, "orbital_gap_ev": 1.6, "charge": 2, "symbols": ["H", "H", "C", "C", "H", "N", "H", "N", "O", "C", "H", "O", "P", "O", "H", "H", "H", "H", "H", "O", "H", "B", "C", "H", "Mg", "C", "P", "C", "O", "C", "S", "H", "H", "C", "H", "C", "C", "H", "C", "N", "O", "H", "I", "H", "H", "H", "H", "O", "N", "H", "C", "H", "H"], "xyz": [[1.799, 4.250, 1.310], [-1.913, -2.745, -4.258], [-2.355, -2.234, -3.339], [-1.752, -2.827, -1.943], [-1.802, -3.977, -2.070], [-1.206, 1.534, 1.730], [1.106, 3.345, 3.324], [-1.966, -0.724, 1.171], [3.864, 0.233, 0.064], [-2.619, -2.279, -0.702], [-2.927, 0.019, -3.376], [1.782, -0.893, -1.924], [0.642, 3.773, 2.040], [-3.734, -0.563, 2.865], [-2.198, -2.907, 1.409], [-0.641, -2.338, 0.474], [1.032, 1.250, -4.038], [-1.343, -0.403, -2.553], [0.719, 2.493, -1.508], [1.819, 1.063, -3.475], [2.978, -1.676, 1.890], [1.399, 0.462, -2.210], [0.561, 1.396, -1.174], [3.343, -0.608, 0.067], [5.503, 2.558, 0.183], [-0.977, 0.149, 1.286], [2.872, 1.557, 0.542], [-1.989, -0.641, -3.486], [-4.212, 0.165, 0.759], [1.029, 1.221, 0.387], [-0.649, 5.244, 2.102], [-3.513, -2.988, -0.584], [-1.430, -0.414, -4.460], [2.031, -1.522, 2.510], [-0.659, -2.455, -1.913], [0.984, -0.324, 2.382], [-3.356, -0.327, 1.538], [0.059, -0.642, 3.006], [-0.032, 2.259, 1.113], [0.482, -0.061, 0.986], [3.391, 1.985, 2.113], [-3.496, -2.290, -3.380], [-1.581, 1.862, 3.731], [2.566, -3.116, 3.473], [-0.561, 1.109, -1.244], [-3.046, -1.256, -1.040], [-0.566, 2.772, 0.219], [3.191, 2.764, -0.415], [1.810, -2.412, 3.473], [4.368, 2.167, 2.037], [-1.746, -2.144, 0.675], [1.392, 0.616, 2.911], [1.548, -1.478, -2.679]], "forces_ev_per_angstrom": [[-0.40, -0.95, 0.26], [-0.69, 0.36, 1.47], [0.21, 1.21, 0.00], [-0.58, 0.08, -1.44], [0.34, 1.87, 0.67], [2.42, -2.31, -1.54], [0.13, -0.10, -0.73], [2.86, 0.64, -0.10], [-2.36, 2.57, 1.30], [0.30, -0.10, -1.05], [1.51, -0.99, -0.43], [-1.25, 1.99, -0.40], [-1.00, 1.10, 0.32], [3.45, 0.54, -5.80], [0.97, 1.58, -0.71], [-1.54, 0.50, 0.47], [0.87, 0.23, 0.40], [-0.70, -0.11, -1.59], [-0.42, -1.78, 0.78], [-1.88, -1.61, 1.89], [-1.34, 0.74, 0.37], [0.77, -0.50, -2.17], [1.23, -0.21, 0.07], [0.43, 0.27, -0.25], [-0.85, 0.40, -1.48], [-0.76, 1.56, 0.03], [0.59, 0.64, -1.09], [-0.22, -0.44, 1.01], [4.18, -1.49, 0.88], [-3.81, -0.02, 0.38], [0.41, -0.63, -0.02], [1.34, 1.17, 0.14], [-0.87, -0.25, 1.50], [-0.64, -2.10, 2.47], [-1.55, -0.77, 0.22], [0.43, -1.09, 1.47], [-6.86, 0.81, 4.98], [1.86, 0.28, -0.69], [-0.60, 1.98, -1.30], [-0.64, -0.35, 0.47], [-0.16, -0.98, -2.82], [1.62, -0.34, 0.12], [-0.38, -0.16, 0.25], [-0.39, 0.35, 0.05], [1.78, 0.51, 0.34], [0.72, -1.58, 0.92], [1.26, -0.43, 1.47], [1.68, -2.83, 2.59], [0.72, 2.66, -3.05], [-1.07, -0.29, 1.06], [-1.33, -0.96, -1.25], [-0.54, -1.18, -0.86], [0.75, 0.48, 0.44]], "mulliken_charge": [0.09, 0.38, -0.79, -0.25, 0.41, -0.63, 0.13, 0.70, -0.59, -0.50, 0.32, -0.65, 0.16, -0.55, 0.37, 0.33, 0.34, -0.52, 0.26, -0.53, 0.05, 0.86, -1.67, 0.23, 0.95, -0.69, 1.91, -0.22, -0.48, 0.05, -0.19, 0.38, 0.30, -0.37, -0.05, -0.13, 0.28, 0.54, 0.04, 0.76, -0.30, 0.29, 0.39, 0.30, 0.49, 0.25, 0.53, -0.70, -0.57, 0.24, -0.56, 0.32, 0.29]}

---

{"formula": "C12H24BaN11O2S", "method": "ωB97M-V/def2-TZVPD", "homo_ev": -10.30, "e_tot_ha": -1647.87133, "lumo_energy_ev": -2.13, "orbital_gap_ev": 8.2, "charge": 1, "e_above_lowest_ev": 0.2529, "symbols": ["C", "H", "H", "S", "C", "H", "C", "H", "C", "N", "C", "N", "Ba", "H", "O", "H", "H", "N", "H", "H", "N", "H", "C", "C", "H", "N", "C", "N", "H", "H", "N", "H", "C", "N", "H", "H", "O", "H", "H", "H", "C", "N", "C", "H", "H", "C", "H", "N", "H", "N", "H"], "xyz": [[-3.907, 1.088, -2.515], [5.986, -0.747, 2.660], [1.712, -2.453, 3.586], [4.149, -2.893, -0.392], [-1.470, -0.889, 1.526], [-1.582, 2.509, -1.665], [3.785, -2.637, 1.236], [-3.972, -3.607, 0.415], [2.153, 1.315, 0.286], [-2.722, -1.377, 1.519], [-2.529, 2.842, -1.216], [-0.609, -0.312, -2.928], [1.637, -1.104, -0.837], [2.088, -3.801, 1.451], [2.081, 2.600, 0.816], [-4.562, 2.957, -1.779], [2.580, 4.301, -0.185], [2.620, -3.036, 1.788], [-3.990, 3.228, -4.268], [-2.291, 3.417, -3.724], [-2.499, -2.666, 1.245], [-2.655, 2.326, -0.269], [-3.295, 3.447, -3.450], [-1.512, 0.588, -3.276], [1.505, 3.040, -1.138], [4.552, -2.131, 2.138], [2.701, -2.830, 3.256], [-3.453, -3.666, 1.264], [0.745, 4.067, 0.021], [-2.417, 3.898, -0.949], [-0.592, -1.823, 1.221], [-3.919, -3.577, 2.133], [3.838, -1.880, 3.423], [-2.349, -0.689, -1.735], [6.398, -1.617, 1.244], [-4.479, 0.646, -1.738], [2.392, 0.405, 1.099], [-1.352, 0.104, 1.888], [4.499, -2.153, 4.262], [5.116, -0.290, 1.181], [-3.616, 2.540, -2.223], [-1.256, -2.955, 1.047], [1.727, 3.577, -0.261], [-1.456, 1.321, -4.031], [-3.524, 4.485, -3.139], [5.574, -1.101, 1.751], [2.836, -3.803, 3.759], [-2.640, 0.325, -2.565], [-4.435, 0.910, -3.433], [-1.132, -1.047, -1.896], [3.538, -0.850, 3.399]], "forces_ev_per_angstrom": [[1.37, -0.30, 0.10], [0.28, 0.58, 0.89], [0.67, 0.03, 0.04], [0.07, 0.16, -0.35], [-2.72, -0.58, 0.32], [0.08, 0.23, 0.43], [-1.16, -1.91, -1.51], [-0.87, -0.03, -0.18], [-0.58, 0.96, 0.08], [0.52, -0.54, 0.35], [0.77, -0.71, 0.40], [0.86, 0.76, 0.45], [-0.22, 0.07, 0.29], [-0.19, -0.62, -0.56], [-0.40, -0.87, -1.71], [0.60, -0.52, -0.56], [-1.05, -0.54, -0.93], [0.10, 0.96, 1.29], [0.40, 0.00, -0.15], [1.69, -0.20, -0.71], [-0.03, 0.93, 0.04], [-0.04, -0.30, 0.15], [-2.87, 0.16, 1.05], [-0.64, -2.21, 1.09], [0.55, -0.45, -1.39], [2.24, 2.96, 1.27], [-2.39, -1.03, 0.14], [1.61, 0.25, -0.42], [1.24, -0.32, 0.03], [-0.29, -0.12, -0.45], [1.25, -0.82, -0.51], [-1.10, -0.05, 0.50], [1.07, -0.88, -0.75], [-1.03, 0.25, 0.94], [-0.41, 0.36, -0.28], [-0.38, -0.44, 0.81], [0.13, 0.09, 0.33], [0.74, 0.59, -0.24], [-0.36, 0.45, -0.30], [0.11, -0.20, -0.03], [-1.15, 2.53, 0.03], [0.82, 0.41, -0.01], [-0.05, 0.80, 3.50], [0.24, 0.55, -0.62], [0.27, -0.47, -0.22], [-0.14, -1.67, -0.20], [0.26, 0.37, -0.18], [1.31, -0.55, -0.17], [-0.19, 0.18, -0.55], [-0.80, 1.15, -1.91], [-0.18, 0.57, 0.39]], "mulliken_charge": [-0.92, 0.42, 0.27, -0.30, -0.18, 0.19, -0.32, 0.25, -0.18, -0.60, -1.31, -0.46, 1.69, 0.28, -0.14, 0.31, 0.23, 0.11, 0.36, 0.39, 0.97, 0.33, -1.51, -0.17, 0.33, 0.05, -0.59, -0.71, 0.18, 0.47, -0.04, 0.28, -0.45, -0.32, 0.36, 0.43, -0.69, 0.56, 0.36, 0.24, 0.68, -0.54, -0.55, 0.52, 0.43, -0.95, 0.36, 0.39, 0.36, -0.14, 0.29]}